# 1
This record from OMol25 describes an isolated ion of composition C3H6N3O and charge +1. The level of theory is ωB97M-V with the def2-TZVPD basis set.

LUMO: -4.45 eV
Energy relative to the best compared isomer or geometry (same formula, charge and spin): 0.0060 eV
Total charge: +1
Kohn-Sham gap: 10.37 eV
SMILES: O[C@@H]1N=CNC=[NH+]1

Last column: Löwdin charge in e.
Element x y z (Å)
O -2.02555 -0.04305 0.64644  0.0683
C -1.19038 -0.06439 -0.41513  -0.2966
N -0.23640 -1.46283 -0.33007  0.1788
C 0.92848 -1.31621 0.06402  -0.1767
N 1.54509 -0.07218 0.34729  0.1335
C 0.90425 1.05551 0.11822  -0.0366
N -0.32242 1.09091 -0.32267  0.1558
H -2.65745 -0.77757 0.62413  0.1390
H -1.66252 -0.14701 -1.40078  0.1597
H 1.56422 -2.18263 0.19209  0.1384
H 2.50545 -0.06044 0.66626  0.1738
H 1.42910 1.99395 0.27195  0.1782
H -0.78186 1.98593 -0.46177  0.1844



# 2
This record from OMol25 describes C30H50P2ReSe as an isolated structure. The level of theory is ωB97M-V with the def2-TZVPD basis set.

⟨S²⟩: 3.7776
LUMO (alpha / beta): -6.30 / -8.31 eV
2S+1: 4
Total charge: +2
Kohn-Sham gap (alpha / beta): 7.46 / 5.49 eV

Last column: Löwdin charge in e.
Element x y z (Å)
Re -0.57079 0.01101 0.25929  1.1212
C -2.02350 1.54776 0.28447  -0.3426
C -2.38070 0.62299 -0.74958  -0.3073
C -2.32497 -0.53881 1.26554  -0.3497
C -2.03839 0.84057 1.53921  -0.3296
C -2.56118 -0.66050 -0.15231  -0.3171
C -1.85360 3.02201 0.07905  -0.0102
H -1.44894 3.24893 -0.91640  0.0806
H -1.18705 3.48453 0.81425  0.0604
H -2.82377 3.54392 0.14503  0.1180
C -1.92584 1.45121 2.89606  0.0019
H -1.68016 2.51712 2.84552  0.0872
H -1.15400 0.97499 3.51432  0.0397
H -2.87438 1.33459 3.44139  0.1186
C -2.42166 -1.65530 2.25352  -0.0106
H -3.46360 -1.82451 2.56338  0.1151
H -1.82295 -1.45098 3.14530  0.0439
H -2.05863 -2.60730 1.84049  0.0810
C -3.15968 -1.83475 -0.86953  0.0019
H -4.26447 -1.80584 -0.84744  0.1222
H -2.84849 -2.78865 -0.44009  0.0647
H -2.86633 -1.83506 -1.92763  0.0757
C -2.83349 0.98912 -2.12982  0.0217
H -3.83314 1.46279 -2.11938  0.1270
H -2.88677 0.10406 -2.77023  0.0591
H -2.13543 1.67964 -2.60451  0.0661
C 1.45154 0.45666 -3.23157  -0.1298
C 0.42457 1.30698 -3.38993  -0.1324
C -0.23819 1.53170 -4.72884  -0.1697
C -1.12379 0.39686 -5.34327  -0.1670
C -1.23647 -0.92554 -4.61735  -0.1229
C -0.19259 -1.74957 -4.48284  -0.1162
C 1.16018 -1.43068 -5.06149  -0.1685
C 2.02942 -0.31317 -4.38541  -0.1724
H 0.54096 1.77894 -5.47285  0.1197
H -0.72802 0.22129 -6.35956  0.1183
H -0.86347 2.43582 -4.62530  0.1083
H 2.30751 0.39910 -5.18291  0.1198
H 1.97005 0.35412 -2.26890  0.0677
H 0.08101 1.96043 -2.57370  0.0697
H 2.97008 -0.77173 -4.04335  0.1048
H 1.75515 -2.35932 -5.04926  0.1095
H -0.28541 -2.72449 -3.98829  0.0940
H 1.05013 -1.13727 -6.12067  0.1178
H -2.14360 0.80305 -5.46090  0.1108
H -2.24399 -1.20055 -4.27543  0.0913
P 1.51957 1.77302 0.67823  0.7298
C 1.27942 2.74602 2.23198  -0.2450
H 2.16428 3.36470 2.42850  0.0706
H 1.12226 2.09095 3.09544  0.0001
H 0.40518 3.39763 2.15056  0.0358
C 3.25758 1.17391 0.83352  -0.2746
H 3.90783 1.97257 1.22121  0.0678
H 3.62995 0.85918 -0.14906  0.0454
H 3.31686 0.31398 1.51176  -0.0119
C 1.75488 3.16852 -0.50223  -0.2432
H 2.14910 2.79995 -1.45449  0.0400
H 2.44438 3.91647 -0.08455  0.0693
H 0.80152 3.66151 -0.70821  0.0309
P 0.80371 -2.44498 0.05498  0.7447
C -0.30266 -3.64160 -0.80445  -0.2630
H 0.25655 -4.48239 -1.23757  0.0698
H -0.82273 -3.12261 -1.62049  0.0184
H -1.05794 -4.02690 -0.10904  0.0442
C 2.31548 -2.54780 -1.00089  -0.2432
H 2.03004 -2.54918 -2.06296  0.0423
H 2.91254 -3.44745 -0.78049  0.0686
H 2.94477 -1.66950 -0.82795  0.0268
C 1.31620 -3.48597 1.52373  -0.3110
H 1.55946 -4.52223 1.24752  0.0721
H 0.51008 -3.50908 2.26338  0.0305
H 2.18705 -3.05575 2.03173  0.0166
Se 1.05815 -0.62960 2.57957  0.8923
C 1.01399 -0.13245 4.49679  -0.5220
C -0.07041 -0.47856 5.32312  -0.1199
C -0.06599 -0.09436 6.67011  -0.0444
C 1.02443 0.60389 7.20441  -0.0347
C 2.11556 0.92106 6.38840  -0.0448
C 2.12576 0.53262 5.04541  -0.1186
H -0.90421 -1.04644 4.90027  0.0909
H -0.92248 -0.35761 7.29742  0.1229
H 1.02707 0.88151 8.26474  0.1268
H 2.96823 1.46113 6.79627  0.1215
H 2.98137 0.73967 4.40525  0.1064



# 3
This record from OMol25 describes a 8-piece molecular cluster, C53H68Br3IN2O22 overall. The level of theory is ωB97M-V with the def2-TZVPD basis set.

LUMO: -0.89 eV
Total charge: 0
Kohn-Sham gap: 7.73 eV
SMILES: CCCCc1c(Cc2cccc(C)c2)c(Br)cc2nc([C@@H](Br)[C@H](C)Br)c(CC(=O)I)nc12.C[C@@H]1COC(=O)O1.C[C@@H]1COC(=O)O1.C[C@@H]1COC(=O)O1.C[C@@H]1COC(=O)O1.C[C@@H]1COC(=O)O1.C[C@@H]1COC(=O)O1.C[C@@H]1COC(=O)O1

Last column: Löwdin charge in e.
Element x y z (Å)
C -7.44628 -5.73937 -0.44361  -0.1076
C -7.09858 -4.78802 -1.68331  -0.2321
C -7.01207 -3.25959 -1.23576  -0.1828
C -7.02952 -2.37334 -2.58060  -0.1428
C -5.76900 -2.67602 -3.47877  -0.0709
C -5.89329 -3.47337 -4.70867  -0.1683
C -7.27268 -4.02859 -5.22255  -0.1306
C -8.26674 -2.85816 -5.61822  -0.1847
C -9.70301 -3.21642 -5.76051  -0.0452
C -10.68894 -2.18571 -6.13262  -0.0757
C -10.26508 -0.78261 -6.36363  -0.0471
C -8.82954 -0.47798 -6.21780  -0.2309
C -8.31399 1.00436 -6.45121  -0.0696
C -7.81029 -1.47680 -5.86785  0.0067
C -4.64773 -3.76624 -5.49667  -0.5443
Br -4.60113 -4.84564 -7.13227  0.7013
C -3.38372 -3.22569 -5.04884  -0.0475
C -3.22835 -2.38205 -3.81314  -0.1676
N -1.95803 -1.89997 -3.53514  0.1753
C -1.99390 -1.13393 -2.41187  -0.2177
C -0.60984 -0.48837 -2.01124  -0.6168
Br -0.69779 1.50429 -1.95844  0.7274
C 0.00896 -1.13006 -0.69269  -0.6997
C 1.03441 -0.19634 0.06483  -0.1880
Br 1.01316 -2.76048 -1.26929  0.7228
C -3.20281 -0.87892 -1.56513  -0.2351
C -3.14462 -0.00909 -0.24782  -0.1170
C -3.73424 1.45769 -0.47216  -0.8282
O -3.60986 2.28959 0.37796  -0.0202
I -4.73001 2.01167 -2.31096  0.8086
N -4.43763 -1.36807 -1.85811  0.1434
C -4.44074 -2.11786 -3.02376  -0.1282
H -7.63418 -5.14221 0.49412  0.0777
H -6.52605 -6.35676 -0.26622  0.0570
H -8.30403 -6.41833 -0.70078  0.0765
H -7.89415 -4.82562 -2.47518  0.0835
H -6.12714 -5.14479 -2.13728  0.1123
H -6.08568 -3.02582 -0.65213  0.0996
H -7.95455 -2.99996 -0.68535  0.1116
H -7.98872 -2.63580 -3.10252  0.1006
H -7.09146 -1.28729 -2.29214  0.1105
H -7.72563 -4.74344 -4.48572  0.1007
H -7.13959 -4.62145 -6.17758  0.0755
H -10.08188 -4.26081 -5.60933  0.1032
H -11.78250 -2.39042 -6.26121  0.0925
H -10.98376 0.03153 -6.62712  0.0984
H -7.70570 1.26816 -5.54313  0.0726
H -9.23030 1.64540 -6.51545  0.0696
H -7.63127 1.08839 -7.33591  0.0803
H -6.71793 -1.27731 -5.77740  0.1165
H -2.46176 -3.44162 -5.65219  0.1048
H 0.13382 -0.71516 -2.82874  0.0768
H -0.76976 -1.46345 0.04769  0.0848
H 1.81492 -0.87867 0.51180  0.0499
H 1.59334 0.51632 -0.59301  0.0542
H 0.55250 0.30496 0.95978  0.0899
H -2.10499 0.14291 0.13020  0.0800
H -3.77989 -0.54835 0.50860  0.1378
C -7.63753 -11.56171 2.30337  -0.0162
C -7.82766 -10.19898 1.67988  -0.3403
C -7.10725 -10.01822 0.37544  -0.0949
O -6.92616 -8.60235 0.33109  0.0342
C -6.86462 -8.17752 1.62600  -0.5403
O -6.52698 -7.08591 1.96833  0.1437
O -7.23446 -9.17280 2.48043  0.0810
H -6.57909 -11.82775 2.35534  0.0889
H -8.01277 -11.56903 3.32862  0.0895
H -8.16134 -12.32968 1.73174  0.0914
H -8.89557 -9.97443 1.58638  0.1602
H -7.68734 -10.36568 -0.47939  0.1426
H -6.12090 -10.49051 0.35509  0.1439
C 0.84823 -0.79965 5.97578  -0.0198
C 0.47278 -0.91259 4.51632  -0.3426
C -0.70758 -1.80531 4.25675  -0.1019
O -0.47427 -2.22039 2.91081  0.0548
C 0.87835 -2.19422 2.72670  -0.5487
O 1.43688 -2.66280 1.78540  0.0943
O 1.49827 -1.56607 3.76309  0.0929
H 0.94350 -1.78619 6.43533  0.0905
H 1.81626 -0.30736 6.08477  0.0906
H 0.09855 -0.22984 6.52719  0.0920
H 0.32742 0.08490 4.08783  0.1593
H -1.66007 -1.28289 4.34573  0.1422
H -0.72665 -2.69588 4.89149  0.1420
C 0.83923 5.70359 -1.30063  -0.0163
C 2.09445 5.10065 -0.71338  -0.3351
C 1.85041 3.87407 0.11690  -0.1132
O 2.97660 3.88147 0.99443  0.0659
C 3.34297 5.18650 1.14062  -0.5311
O 4.12203 5.57965 1.95333  0.1459
O 2.69768 5.97793 0.24197  0.0954
H 0.07425 5.84573 -0.53355  0.0914
H 1.04881 6.68850 -1.72190  0.0905
H 0.43087 5.06385 -2.08495  0.0850
H 2.82704 4.91424 -1.50550  0.1650
H 1.82305 2.96095 -0.47750  0.1075
H 0.94220 3.93362 0.72420  0.1433
C -4.49646 -7.76916 6.70701  -0.0208
C -5.27926 -8.95657 6.19629  -0.3421
C -5.73341 -9.89841 7.27528  -0.1059
O -5.85935 -11.12751 6.56108  0.0601
C -4.96632 -11.06972 5.53139  -0.5464
O -4.66484 -11.99975 4.84862  0.1550
O -4.46309 -9.81272 5.39344  0.0877
H -3.68930 -8.08591 7.37201  0.0885
H -4.02939 -7.23411 5.87817  0.0894
H -5.14528 -7.08052 7.25071  0.0906
H -6.11622 -8.61617 5.57752  0.1597
H -6.68437 -9.60486 7.71962  0.1411
H -4.99435 -10.03774 8.06985  0.1401
C 7.10182 6.82439 1.91161  -0.0078
C 8.30395 5.91403 1.98795  -0.3325
C 8.38801 5.11957 3.25966  -0.0997
O 9.79140 4.86713 3.35912  0.0614
C 10.41516 5.90415 2.73110  -0.5524
O 11.58664 6.12153 2.78717  0.1485
O 9.52433 6.66048 2.03662  0.0753
H 7.01437 7.43855 2.81141  0.0939
H 7.19617 7.51296 1.06938  0.0916
H 6.18340 6.24693 1.79418  0.0588
H 8.34229 5.26886 1.10394  0.1631
H 7.82491 4.18775 3.21353  0.1418
H 8.07758 5.68250 4.14462  0.1404
C 11.77054 7.27555 -0.34183  -0.0138
C 11.04022 7.37223 -1.66151  -0.3256
C 10.92374 8.77083 -2.19461  -0.0980
O 9.75694 8.67931 -3.01669  0.0651
C 8.97933 7.70076 -2.47359  -0.5469
O 7.84821 7.48891 -2.78485  0.1514
O 9.66489 7.00206 -1.52513  0.0815
H 11.36547 7.98070 0.38574  0.0793
H 11.65289 6.27995 0.08832  0.0835
H 12.83585 7.48093 -0.46967  0.0916
H 11.49745 6.69677 -2.39339  0.1581
H 11.79267 9.07189 -2.78098  0.1433
H 10.73866 9.51931 -1.42053  0.1144
C 15.98152 11.22748 -0.31808  -0.0216
C 14.75024 11.23117 0.55837  -0.3415
C 14.57559 9.98002 1.37141  -0.1005
O 13.16494 9.95963 1.58275  0.0674
C 12.60453 10.59916 0.51961  -0.5426
O 11.43859 10.59606 0.27221  0.1476
O 13.55309 11.23402 -0.22385  0.0884
H 16.03798 10.31354 -0.91409  0.0891
H 15.95237 12.06081 -1.02258  0.0887
H 16.88786 11.30639 0.28441  0.0914
H 14.74024 12.12714 1.18777  0.1614
H 15.11274 10.01312 2.31899  0.1433
H 14.85469 9.06937 0.83307  0.1379



# 4
This record from OMol25 describes a 2-piece molecular cluster, C2H10N2 overall. The level of theory is ωB97M-V with the def2-TZVPD basis set.

LUMO: 1.14 eV
Energy relative to the best compared isomer or geometry (same formula, charge and spin): 0.8880 eV
Total charge: 0
Kohn-Sham gap: 10.32 eV
SMILES: CN.CN

Last column: Löwdin charge in e.
Element x y z (Å)
C -2.80999 -2.35512 2.46354  -0.2208
N -1.76005 -3.32943 2.20130  -0.0973
H -3.80316 -2.82329 2.56854  0.0691
H -2.85340 -1.61794 1.64421  0.0702
H -2.56977 -1.82562 3.40084  0.0618
H -1.67105 -4.00863 2.96514  0.0589
H -0.88754 -2.78963 2.19746  0.0581
C 1.88002 2.86425 -2.71176  -0.2663
N 2.91948 2.03055 -2.34077  -0.1018
H 1.74335 2.85063 -3.80616  0.0752
H 2.17378 3.88266 -2.40654  0.0696
H 0.91697 2.61778 -2.23385  0.0794
H 2.91857 2.03686 -1.31479  0.0707
H 3.80279 2.46690 -2.62720  0.0733



The records above yield max |F| values of 0.07785 0.13452 0.07557 0.06462 Eh/bohr, respectively.